No. 1
Density functional theory data (wB97M-V/def2-TZVPD) for C15H20F6MoO as an isolated structure.

Geometry (Å):
Mo: -0.41 0.06 -0.59
C: -0.75 0.81 1.59
C: -0.62 -0.59 1.65
C: -1.66 -1.19 0.87
C: -2.49 -0.13 0.39
C: -1.91 1.11 0.79
C: -2.49 2.47 0.58
C: -3.79 -0.30 -0.32
C: -1.97 -2.65 0.80
C: 0.48 -1.35 2.32
C: 0.16 1.82 2.20
H: -3.15 2.74 1.42
H: -3.08 2.51 -0.33
H: -1.71 3.23 0.51
H: -4.61 -0.42 0.40
H: -3.78 -1.17 -0.96
H: -4.03 0.57 -0.94
H: -2.59 -2.96 1.64
H: -1.06 -3.25 0.82
H: -2.50 -2.90 -0.12
H: 0.13 -1.79 3.26
H: 1.33 -0.71 2.54
H: 0.84 -2.17 1.68
H: -0.20 2.11 3.20
H: 0.21 2.73 1.59
H: 1.17 1.44 2.31
C: 2.64 0.95 -2.44
C: 2.68 0.04 -1.23
O: 1.52 0.11 -0.48
C: 2.86 -1.43 -1.68
F: 1.84 -1.77 -2.50
F: 2.85 -2.29 -0.66
F: 4.00 -1.61 -2.37
C: 3.83 0.47 -0.29
F: 3.92 -0.31 0.80
F: 3.62 1.72 0.13
F: 5.02 0.45 -0.91
H: 1.80 0.68 -3.07
H: 3.56 0.89 -3.02
H: 2.50 1.98 -2.10
C: -1.37 0.24 -2.14
H: -2.23 0.31 -2.80
H: -0.56 -0.46 -2.54

Properties
relative energy (zero: lowest compared OMol25 entry of this formula, charge and spin)	3.20	kcal per mole
charge	0
E_HOMO	-7.41	eV
calculated total energy	-36087.65794	eV
Kohn-Sham gap	7.88	eV
multiplicity	1



No. 2
Density functional theory data (wB97M-V/def2-TZVPD) for C15H20FN3OS as an isolated structure at a distorted geometry.

Geometry (Å):
C: 4.03 -5.75 -0.09
H: 3.78 -5.70 0.91
H: 4.63 -4.81 -0.37
H: 4.57 -6.62 -0.50
O: 3.11 -5.52 -1.03
C: 2.18 -4.62 -0.73
C: 2.31 -3.60 0.28
C: 1.33 -2.49 0.01
C: 0.23 -2.52 -0.81
C: 0.08 -3.50 -1.60
C: 0.84 -4.70 -1.73
H: 0.88 -5.48 -2.50
H: -0.60 -3.45 -2.32
C: -0.88 -1.45 -0.67
C: -0.63 -0.04 -0.44
C: -1.97 0.34 -0.42
N: -2.72 -0.44 -0.82
N: -2.05 -1.66 -0.93
H: -2.63 -2.42 -1.37
H: -2.43 1.35 -0.33
C: 0.60 0.68 -0.03
N: 0.37 1.95 0.03
H: -0.17 2.31 -0.91
C: -0.24 2.67 1.21
C: -0.31 4.31 0.57
C: -1.39 4.78 -0.13
H: -1.21 5.87 -0.18
H: -1.32 4.22 -1.19
S: -2.99 4.10 0.48
C: -3.34 5.42 1.78
H: -2.74 5.21 2.44
H: -3.14 6.42 1.20
H: -4.42 5.24 2.02
H: 0.83 4.69 0.51
H: -0.36 4.78 1.85
H: -1.37 2.36 1.27
H: 0.52 2.66 1.79
H: 1.26 0.28 -0.36
H: 0.79 0.43 1.08
H: 1.36 -1.90 0.88
F: 3.23 -3.39 1.14

Properties
relative energy (zero: lowest compared OMol25 entry of this formula, charge and spin)	327.45	kcal per mole
charge	0
E_HOMO	-7.71	eV
calculated total energy	-35935.09974	eV
Kohn-Sham gap	8.12	eV
multiplicity	1



No. 3
Density functional theory data (wB97M-V/def2-TZVPD) for C15H20FOV as an isolated structure at a distorted geometry.

Geometry (Å):
V: 0.00 0.00 0.00
C: 0.69 -1.65 1.63
C: -0.71 -1.66 1.65
C: -1.17 -2.10 0.40
H: -1.33 -1.32 2.46
C: -0.05 -2.39 -0.40
C: 1.11 -2.11 0.36
H: 2.12 -2.24 0.03
H: 1.34 -1.34 2.43
H: -2.20 -2.14 0.08
H: -0.07 -2.70 -1.43
C: 1.50 1.76 0.74
C: 2.30 0.66 0.40
C: 2.13 0.41 -0.98
H: 2.90 0.09 1.08
C: 1.28 1.41 -1.50
C: 0.86 2.22 -0.44
H: 0.15 3.02 -0.49
H: 1.35 2.15 1.73
H: 2.60 -0.37 -1.55
H: 0.93 1.46 -2.52
O: -1.13 -0.02 -1.45
C: -0.76 0.29 -4.41
C: -2.01 0.49 -3.64
C: -0.29 -1.09 -4.69
C: -0.13 1.44 -5.10
C: -1.79 0.96 -2.20
H: -2.60 -0.43 -3.60
H: -2.64 1.24 -4.12
H: -1.24 1.91 -2.20
H: -2.75 1.15 -1.71
H: -0.78 -1.53 -5.56
H: -0.50 -1.75 -3.85
H: 0.79 -1.12 -4.89
H: -0.58 1.62 -6.09
H: 0.93 1.30 -5.27
H: -0.26 2.37 -4.54
F: -1.07 1.14 1.17

Properties
charge	-2
E_HOMO (spin up / spin down)	2.51 / 2.52	eV
calculated total energy	-46329.10011	eV
Kohn-Sham gap (spin up / spin down)	2.71 / 2.69	eV
multiplicity	3



No. 4
Density functional theory data (wB97M-V/def2-TZVPD) for C15H20IORhS9SbSe as an isolated structure at a distorted geometry.

Geometry (Å):
Rh: 0.11 -0.60 0.29
S: -0.67 4.36 1.30
Sb: -1.65 2.32 0.79
S: -0.67 0.84 2.40
S: -0.14 1.33 -0.91
Se: 0.55 -2.77 1.25
C: -0.94 -3.34 2.35
C: -1.50 -2.45 3.27
C: -2.56 -2.85 4.06
C: -3.06 -4.13 3.96
C: -2.49 -5.02 3.07
C: -1.43 -4.64 2.27
H: -1.12 -1.44 3.34
H: -2.99 -2.14 4.75
H: -3.90 -4.43 4.58
H: -2.88 -6.03 3.00
H: -0.99 -5.33 1.57
C: 2.35 -0.55 3.57
C: 2.66 0.56 2.58
S: 2.30 -0.04 0.88
O: 3.10 -1.25 0.72
C: 3.24 1.24 -0.04
C: 2.88 2.67 0.27
H: 2.77 -0.32 4.56
H: 2.79 -1.49 3.22
H: 1.28 -0.68 3.67
H: 3.71 0.83 2.61
H: 2.02 1.43 2.75
H: 3.03 1.02 -1.09
H: 4.29 1.01 0.14
H: 1.80 2.78 0.40
H: 3.17 3.32 -0.55
H: 3.37 3.02 1.18
C: 2.42 -3.48 -2.06
S: 4.07 -2.73 -2.13
C: 3.85 -1.15 -2.81
C: 2.72 -0.41 -3.04
S: 1.11 -0.77 -2.67
S: 3.01 1.09 -3.96
C: 4.75 1.15 -3.61
S: 5.72 2.33 -4.33
S: 5.38 -0.51 -3.38
H: 2.59 -4.55 -1.94
H: 1.89 -3.27 -2.98
H: 1.88 -3.09 -1.20
I: -3.56 -0.90 0.34
C: -1.63 -1.36 -0.54
H: -1.71 -0.99 -1.57
H: -1.63 -2.45 -0.58

Properties
relative energy (zero: lowest compared OMol25 entry of this formula, charge and spin)	18.03	kcal per mole
charge	-2
E_HOMO (spin up / spin down)	-1.82 / -1.80	eV
calculated total energy	-198438.79009	eV
Kohn-Sham gap (spin up / spin down)	5.51 / 4.55	eV
multiplicity	2



No. 5
Density functional theory data (wB97M-V/def2-TZVPD) for C15H20Ir as an isolated structure at a distorted geometry.

Geometry (Å):
Ir: -0.41 -0.13 0.86
C: 1.15 -0.78 2.34
C: -0.16 -1.08 2.85
C: -0.84 0.17 3.02
C: 0.04 1.22 2.60
C: 1.27 0.63 2.21
H: 1.91 -1.51 2.11
H: -0.56 -2.04 3.13
H: -1.81 0.29 3.46
H: -0.22 2.27 2.63
H: 2.14 1.16 1.86
C: -1.20 -0.51 -1.12
C: 0.05 -1.24 -0.97
C: 1.08 -0.27 -0.79
C: 0.49 1.04 -0.82
C: -0.92 0.90 -1.02
C: -1.95 1.95 -1.30
C: 1.24 2.33 -0.75
C: 2.54 -0.57 -0.67
C: 0.18 -2.72 -1.12
C: -2.53 -1.02 -1.57
H: -2.31 1.86 -2.33
H: -1.56 2.95 -1.17
H: -2.81 1.83 -0.63
H: 1.91 2.40 -1.62
H: 1.87 2.41 0.13
H: 0.57 3.19 -0.78
H: 2.99 -0.54 -1.67
H: 2.72 -1.57 -0.27
H: 3.07 0.16 -0.06
H: 0.67 -2.95 -2.06
H: -0.79 -3.20 -1.11
H: 0.78 -3.16 -0.32
H: -2.72 -0.75 -2.61
H: -3.33 -0.62 -0.95
H: -2.58 -2.11 -1.50

Properties
charge	+1
E_HOMO	-11.74	eV
calculated total energy	-18712.64336	eV
Kohn-Sham gap	8.46	eV
multiplicity	1



No. 6
Density functional theory data (wB97M-V/def2-TZVPD) for C15H20IrN7O2S2 as an isolated structure.

Geometry (Å):
Ir: -0.61 0.65 0.35
C: 4.36 -3.99 0.31
C: 3.55 -2.82 0.74
C: 3.65 -2.19 1.95
C: 2.85 -1.06 2.20
N: 2.00 -0.59 1.29
C: 1.88 -1.23 0.13
S: 0.73 -0.69 -1.02
N: 2.65 -2.31 -0.14
C: 2.92 -0.36 3.52
H: 4.71 -4.55 1.17
H: 5.23 -3.65 -0.26
H: 3.78 -4.66 -0.32
H: 4.34 -2.55 2.70
H: 2.52 -2.78 -1.03
H: 2.47 -1.00 4.28
H: 2.38 0.58 3.48
H: 3.96 -0.20 3.81
O: -0.21 0.58 2.97
N: -0.71 -0.51 2.88
O: -0.98 -0.87 1.64
C: -4.73 -2.56 -0.72
C: -3.79 -1.45 -1.06
C: -3.68 -0.66 -2.18
C: -2.65 0.25 -1.95
N: -2.17 0.03 -0.71
N: -2.86 -1.02 -0.20
C: -2.14 1.29 -2.88
H: -5.24 -2.89 -1.62
H: -5.48 -2.22 -0.01
H: -4.20 -3.40 -0.29
H: -4.28 -0.73 -3.07
H: -2.62 -1.34 0.73
H: -1.60 0.83 -3.71
H: -1.48 1.99 -2.38
H: -2.97 1.84 -3.30
S: -2.10 2.44 1.16
C: -1.05 3.29 0.15
N: -0.98 4.63 -0.02
C: -0.07 5.21 -0.84
C: 0.82 4.43 -1.52
C: 0.74 3.04 -1.32
N: -0.17 2.52 -0.54
H: -1.62 5.21 0.51
H: -0.10 6.29 -0.91
H: 1.56 4.87 -2.18
H: 1.41 2.35 -1.81

Properties
relative energy (zero: lowest compared OMol25 entry of this formula, charge and spin)	24.65	kcal per mole
charge	+2
E_HOMO	-14.44	eV
calculated total energy	-54899.85978	eV
Kohn-Sham gap	7.41	eV
multiplicity	1



Please write out number 1 again, unchanged.
Density functional theory data (wB97M-V/def2-TZVPD) for C15H20F6MoO as an isolated structure.

Geometry (Å):
Mo: -0.41 0.06 -0.59
C: -0.75 0.81 1.59
C: -0.62 -0.59 1.65
C: -1.66 -1.19 0.87
C: -2.49 -0.13 0.39
C: -1.91 1.11 0.79
C: -2.49 2.47 0.58
C: -3.79 -0.30 -0.32
C: -1.97 -2.65 0.80
C: 0.48 -1.35 2.32
C: 0.16 1.82 2.20
H: -3.15 2.74 1.42
H: -3.08 2.51 -0.33
H: -1.71 3.23 0.51
H: -4.61 -0.42 0.40
H: -3.78 -1.17 -0.96
H: -4.03 0.57 -0.94
H: -2.59 -2.96 1.64
H: -1.06 -3.25 0.82
H: -2.50 -2.90 -0.12
H: 0.13 -1.79 3.26
H: 1.33 -0.71 2.54
H: 0.84 -2.17 1.68
H: -0.20 2.11 3.20
H: 0.21 2.73 1.59
H: 1.17 1.44 2.31
C: 2.64 0.95 -2.44
C: 2.68 0.04 -1.23
O: 1.52 0.11 -0.48
C: 2.86 -1.43 -1.68
F: 1.84 -1.77 -2.50
F: 2.85 -2.29 -0.66
F: 4.00 -1.61 -2.37
C: 3.83 0.47 -0.29
F: 3.92 -0.31 0.80
F: 3.62 1.72 0.13
F: 5.02 0.45 -0.91
H: 1.80 0.68 -3.07
H: 3.56 0.89 -3.02
H: 2.50 1.98 -2.10
C: -1.37 0.24 -2.14
H: -2.23 0.31 -2.80
H: -0.56 -0.46 -2.54

Properties
relative energy (zero: lowest compared OMol25 entry of this formula, charge and spin)	3.20	kcal per mole
charge	0
E_HOMO	-7.41	eV
calculated total energy	-36087.65794	eV
Kohn-Sham gap	7.88	eV
multiplicity	1